A.
ORCA calculation (ωB97M-V/def2-TZVPD) on 2 unconnected molecules or ions with the total composition C7H10O2.

Summary:
SMILES: Cc1ccc(O)cc1.O
Multiplicity: 1

Each line ends with the Löwdin charge.
Positions of all 19 atoms, in Å:
H -2.32 3.28 0.86  0.133
C -0.93 1.86 1.27  -0.360
H 2.59 -1.24 0.76  0.083
H 1.19 -0.32 2.68  0.115
H -0.21 -2.51 -3.60  0.042
C -0.18 1.18 2.26  -0.015
C 0.67 0.17 1.84  -0.061
H 1.26 -2.40 0.46  0.086
C 0.02 0.38 -0.50  -0.012
C 1.67 -1.41 0.18  -0.080
H 1.92 -1.43 -0.89  0.076
H 0.09 -0.03 -1.51  0.109
H -1.41 2.06 -0.70  0.110
H -0.16 1.56 3.29  0.119
C 0.76 -0.30 0.52  -0.302
H -1.32 -2.83 -4.65  0.047
C -0.75 1.47 -0.05  -0.037
O -1.17 -2.38 -3.79  -0.092
O -1.71 2.90 1.54  0.039

***

B.
ORCA calculation (ωB97M-V/def2-TZVPD) on C7H10O2 in the gas phase.

Summary:
SMILES: OC[C@@]12C[C@H]1CC=CO2
Multiplicity: 1

Each line ends with the Löwdin charge.
Positions of all 19 atoms, in Å:
O 0.82 0.96 -1.22  -0.027
H 0.03 -1.57 1.08  0.097
O -2.23 -1.08 -0.26  -0.061
C 0.22 0.66 1.00  -0.173
H -3.02 -0.54 -0.39  0.085
C -1.01 1.47 0.68  0.001
C -1.18 -0.39 -1.01  -0.150
C 1.82 -0.80 0.10  -0.086
C 1.79 0.00 -0.95  -0.134
H 1.25 -0.94 2.16  0.112
H -2.02 1.18 0.99  0.109
C -0.33 0.71 -0.38  -0.418
H 1.09 1.30 1.01  0.137
H 2.53 -0.04 -1.77  0.132
H -1.66 0.12 -1.88  0.142
C 0.75 -0.79 1.18  -0.121
H -0.53 -1.21 -1.31  0.121
H 2.56 -1.60 0.18  0.107
H -0.90 2.58 0.80  0.128

***

Short version: B is the least stable of them.

***

A.
ORCA calculation (ωB97M-V/def2-TZVPD) on C23H28N2O5 in the gas phase.

Summary:
SMILES: COc1ccc(C(=O)N/N=C(\CCC(=O)O)c2ccc(C(C)(C)C)cc2)cc1OC
Multiplicity: 1

Each line ends with the Löwdin charge.
Positions of all 58 atoms, in Å:
C -3.03 0.96 -2.04  -0.543
O -2.03 0.41 -2.39  0.117
C 3.07 3.01 0.78  -0.043
O 3.01 -4.45 -0.99  -0.064
H -2.49 2.68 -2.67  0.138
H -4.07 1.34 0.58  0.111
H 4.04 -2.64 -1.00  0.094
H 3.66 -3.31 -2.60  0.096
C -1.57 2.17 0.67  -0.022
C 0.91 -5.14 -0.31  0.006
H 0.80 -0.22 -1.12  0.080
H 3.15 3.90 3.39  0.084
H 1.47 3.52 3.80  0.091
C 0.71 2.53 1.39  -0.176
C 1.23 -0.66 -2.03  -0.062
C -1.45 0.79 0.84  -0.161
C -0.30 -2.77 -1.01  0.039
H 2.50 5.49 1.67  0.084
H 0.80 5.25 2.07  0.085
O 1.83 -1.91 -1.76  -0.113
C -2.52 -0.16 0.51  -0.240
H 0.44 -0.74 -2.79  0.090
H -5.11 0.82 -1.55  0.124
H 4.88 -4.11 -1.58  0.093
C -0.51 3.01 0.94  -0.015
H -2.49 2.61 0.31  0.100
H 2.03 -0.03 -2.40  0.097
C -3.92 0.33 0.20  -0.096
C -0.23 0.30 1.30  -0.020
H -1.03 -5.78 0.32  0.119
O -3.25 2.27 -2.23  0.112
C 3.93 -3.56 -1.58  -0.074
C 2.30 3.25 3.16  -0.043
H 1.35 5.08 0.40  0.084
O -3.31 -4.55 -0.31  0.074
H -0.78 -1.86 -1.31  0.095
H -4.24 -0.73 -1.67  0.121
C -1.06 -3.78 -0.43  -0.141
H 1.75 0.72 1.92  0.112
N -2.97 -2.38 0.10  0.075
N -2.15 -1.38 0.42  0.084
H 2.59 2.23 3.38  0.076
H -0.12 -0.76 1.44  0.114
C -0.44 -4.99 -0.10  -0.017
H 1.41 -6.06 -0.06  0.121
C 1.61 4.90 1.44  -0.067
C 1.90 3.42 1.68  -0.561
C -2.51 -3.64 -0.21  -0.412
H 3.37 1.98 0.96  0.076
C 1.07 -2.91 -1.22  -0.174
C -4.18 0.30 -1.32  -0.074
H 2.79 3.10 -0.27  0.089
C 0.82 1.15 1.57  -0.026
H -3.98 -2.29 0.13  0.152
H -4.65 -0.32 0.70  0.117
H 3.93 3.65 0.96  0.084
C 1.69 -4.12 -0.86  -0.190
H -0.65 4.07 0.78  0.102

***

B.
ORCA calculation (ωB97M-V/def2-TZVPD) on C23H28N2O5 in the gas phase.

Summary:
SMILES: COc1ccc(C(=O)N/N=C(\CCC(=O)O)c2ccc(C(C)(C)C)cc2)cc1OC
Multiplicity: 1

Each line ends with the Löwdin charge.
Positions of all 58 atoms, in Å:
C -2.56 -3.07 0.12  -0.190
O -2.40 3.88 -1.18  0.110
C 4.96 -2.42 0.60  -0.066
C 5.11 -0.95 0.20  -0.561
O -0.91 -2.47 -1.50  -0.112
H -2.28 2.87 1.17  0.148
H -0.65 4.06 1.07  0.114
O -4.29 1.56 1.23  0.075
C 3.78 1.19 0.05  -0.028
H -3.20 3.40 -1.45  0.141
H -1.83 -4.69 -1.99  0.095
H -0.74 -0.77 -2.70  0.096
C -1.30 3.19 -1.48  -0.546
C 3.81 -0.17 0.37  -0.176
C -3.72 -1.34 1.37  -0.016
H 6.46 -1.46 -1.41  0.084
H 6.38 0.72 0.81  0.075
C 2.63 1.94 0.18  -0.019
O -2.48 -4.42 -0.03  -0.064
C 5.54 -0.89 -1.27  -0.044
H -0.56 -4.78 -0.74  0.094
C -3.20 1.06 1.03  -0.415
H 5.72 0.14 -1.59  0.075
H -4.45 -1.05 2.10  0.119
H 4.22 -2.92 -0.02  0.085
C 2.63 -0.74 0.83  -0.015
C 1.45 1.36 0.63  -0.157
H 7.12 -0.87 1.00  0.084
C -2.05 -0.74 -0.25  0.033
H -1.52 0.02 -0.79  0.084
H -4.06 -3.44 1.57  0.120
C -2.97 -0.36 0.72  -0.141
H 5.91 -2.93 0.46  0.084
H -0.16 4.96 -1.15  0.126
C 0.19 2.10 0.74  -0.230
C -0.05 3.89 -1.00  -0.073
C 6.19 -0.32 1.09  -0.044
H 2.67 2.99 -0.10  0.103
H 1.09 4.05 0.84  0.113
O -1.32 2.13 -2.05  0.112
H 4.68 -2.52 1.64  0.086
H 0.57 -0.45 1.32  0.112
C -3.50 -2.67 1.07  0.006
C 1.48 0.01 0.96  -0.022
H 4.67 1.68 -0.31  0.109
N -2.09 1.87 1.06  0.071
N -0.85 1.39 0.97  0.092
H -1.78 -6.08 -0.87  0.093
C -1.82 -2.08 -0.56  -0.174
H 0.80 3.51 -1.57  0.124
H 0.48 -0.92 -1.40  0.083
C -1.61 -5.00 -0.97  -0.074
H 4.77 -1.31 -1.91  0.089
H 5.87 -0.33 2.13  0.091
H 0.53 -2.02 -2.81  0.097
C -0.13 -1.48 -2.13  -0.059
H 2.59 -1.78 1.09  0.104
C 0.16 3.60 0.51  -0.101

***

Short version: A is the least stable of them.

***

A.
ORCA calculation (ωB97M-V/def2-TZVPD) on a molecular structure, C10H22ClN4O7PS.

Summary:
Multiplicity: 1

Each line ends with the Löwdin charge.
Positions of all 46 atoms, in Å:
H -5.54 2.33 0.72  0.145
H -1.89 0.13 -0.92  0.040
N 0.00 -0.66 -1.02  -0.247
C 0.64 2.93 -2.09  -0.207
N -4.80 2.53 1.44  0.150
S 2.42 -4.79 0.54  0.667
H 2.14 -2.02 0.33  0.115
H 1.91 -6.48 -1.13  0.084
C -0.09 3.67 -0.96  -0.114
H -2.36 2.10 2.14  0.099
H 1.74 3.09 -1.95  0.142
H -0.72 4.53 -1.32  0.151
H -4.75 1.93 2.30  0.127
Cl -0.92 0.08 2.72  0.604
H 2.85 -7.07 0.37  0.088
O 1.45 -5.16 1.61  -0.323
O 3.71 -4.25 0.87  -0.283
C 0.74 0.53 2.26  -0.558
H 0.55 -2.63 0.63  0.106
H 0.28 -2.45 -2.09  0.130
H -1.64 -0.92 -2.24  0.081
H 0.24 3.38 -2.92  0.093
N 0.00 1.73 0.33  -0.117
P 0.72 0.79 -0.90  0.542
H 1.06 -0.21 1.56  0.027
C 0.73 1.83 1.59  -0.291
H -1.67 2.24 -0.67  0.141
H 1.69 -1.44 -2.03  0.141
C 2.68 -6.26 -0.36  -0.144
O -1.42 3.59 0.95  -0.049
H 0.42 2.69 2.24  0.146
H 1.77 2.08 1.48  0.116
O 1.68 -3.76 -0.55  -0.265
C 0.83 -1.80 -1.40  -0.147
C 1.27 -2.48 -0.11  -0.203
C -1.42 -0.75 -1.21  -0.078
N -2.53 2.91 1.48  0.035
H -1.89 -1.60 -0.66  0.111
H 0.67 4.24 -0.43  0.130
H 1.51 0.43 3.07  0.115
C -0.83 2.73 -0.15  -0.377
O 2.17 0.54 -0.78  -0.241
O 0.46 1.54 -2.33  -0.142
H 3.66 -6.16 -0.87  0.076
O -3.77 3.37 -0.34  0.053
C -3.73 2.98 0.80  -0.666

***

B.
ORCA calculation (ωB97M-V/def2-TZVPD) on C10H22ClN4O7PS in the gas phase.

Summary:
SMILES: CN(CCOS(C)(=O)=O)[P@]1(=O)OCC[C@H](ONC(N)=O)N1CCCl
Multiplicity: 1

Each line ends with the Löwdin charge.
Positions of all 46 atoms, in Å:
O -1.90 2.89 1.01  -0.272
N -0.12 0.65 -0.11  -0.241
H -0.48 -2.89 3.11  0.130
H -1.37 -3.18 1.62  0.117
O -1.08 4.79 -0.44  -0.313
H -1.54 0.78 -1.68  0.109
C 0.80 -3.42 1.44  -0.078
C -0.13 -2.92 -1.64  -0.254
C -0.51 -2.15 -2.95  -0.589
H -3.17 2.30 -0.50  0.126
C -1.18 1.40 -0.86  -0.147
C -1.75 5.26 2.08  -0.117
O -1.95 -1.26 -0.21  -0.263
C -2.33 1.89 0.09  -0.186
C 3.66 -0.46 -1.04  -0.587
H 0.37 -1.65 -3.37  0.073
H 4.33 -1.92 0.19  0.145
O 4.78 -0.16 -1.44  0.031
O 2.35 -1.64 0.73  -0.073
Cl -1.16 -3.26 -4.15  0.567
H 2.81 1.08 -2.02  0.111
H 1.59 -3.57 2.18  0.122
C -0.46 -2.74 2.03  -0.205
H -2.12 6.31 2.03  0.089
H -1.04 -3.36 -1.20  0.107
O -3.48 4.70 0.09  -0.293
H -1.32 -1.45 -2.66  0.055
C 0.64 1.31 0.98  -0.108
H 0.08 1.40 1.92  0.082
H 0.55 -3.72 -1.92  0.111
S -2.12 4.43 0.54  0.644
H 1.68 0.18 -1.06  0.030
H -0.68 5.19 2.25  0.069
H 0.48 -4.41 1.05  0.129
H 2.04 -3.36 -0.32  0.144
N 2.57 0.24 -1.52  0.184
N 0.49 -2.04 -0.62  -0.126
H 0.89 2.34 0.65  0.101
P -0.57 -1.00 0.26  0.620
H -2.74 1.07 0.64  0.110
N 3.50 -1.46 -0.10  0.094
H -0.74 2.30 -1.32  0.121
H -2.33 4.78 2.89  0.077
H 1.56 0.75 1.23  0.076
O -0.40 -1.35 1.83  -0.174
C 1.47 -2.67 0.28  -0.348

***

Short version: A is the least stable of them.

***

A.
ORCA calculation (ωB97M-V/def2-TZVPD) on C21H25N3O4S in the gas phase.

Summary:
SMILES: C=CCN(C(=O)CNC(=O)c1ccco1)[C@@H](C(=O)NC1CCCC1)c1cccs1
Multiplicity: 1

Each line ends with the Löwdin charge.
Positions of all 54 atoms, in Å:
O 4.29 -1.12 -1.42  0.079
C 3.75 -1.26 -0.20  -0.200
H 6.10 -0.47 -2.15  0.127
C 4.66 -0.86 0.76  -0.014
O 0.02 -0.10 2.33  0.028
C -1.93 -3.93 -0.86  0.018
N -0.19 2.00 0.30  0.122
H -1.93 0.83 1.75  0.160
H 0.17 -2.91 0.62  0.103
C -2.26 -2.74 -0.40  -0.142
C -1.44 -1.50 -0.64  -0.143
C -4.40 -0.27 1.19  -0.134
C -2.03 0.52 0.70  -0.184
N 1.91 -1.93 1.16  0.094
C 5.81 -0.46 0.05  -0.055
H 2.34 2.47 1.79  0.108
C -1.36 1.57 -0.20  -0.439
H 1.60 4.78 -0.05  0.117
H 0.14 1.60 1.17  0.120
H 2.05 2.13 -2.03  0.115
H 6.73 -0.09 0.47  0.104
H 3.30 3.92 1.49  0.107
H -1.04 -4.08 -1.45  0.065
H 4.54 -0.85 1.82  0.112
C -3.46 0.31 0.38  -0.465
C 2.60 3.22 1.04  -0.188
C 1.94 2.02 -0.95  -0.106
H 0.16 3.29 -1.24  0.144
H -6.53 -0.78 1.08  0.098
H -1.97 -0.86 -1.35  0.111
C -5.67 0.14 -0.67  -0.396
C -0.27 -0.93 1.47  -0.418
H 1.77 0.96 -0.74  0.101
C 3.17 2.54 -0.20  -0.179
H -3.16 -2.59 0.18  0.099
O 1.70 -2.06 -1.08  0.082
H -4.18 -0.61 2.19  0.116
C -5.67 -0.36 0.59  -0.191
C 2.37 -1.77 -0.11  -0.423
H 3.87 1.75 0.04  0.085
C 5.52 -0.64 -1.27  -0.101
C 0.73 2.84 -0.43  -0.277
H 2.41 -1.49 1.92  0.132
C 1.34 3.89 0.51  -0.138
S -4.14 0.75 -1.15  1.099
C 0.52 -2.24 1.40  -0.056
H 0.43 -2.73 2.38  0.139
H -0.47 -1.76 -1.09  0.107
H 3.69 3.28 -0.81  0.112
H -2.55 -4.79 -0.70  0.054
H -6.50 0.21 -1.35  0.059
H 0.64 4.17 1.30  0.115
O -1.84 1.93 -1.26  -0.004
N -1.24 -0.71 0.57  0.020

***

B.
ORCA calculation (ωB97M-V/def2-TZVPD) on C21H25N3O4S in the gas phase.

Summary:
SMILES: Cc1ccc(C)c(N2CCN(S(=O)(=O)c3cc4c(cc3C)NC(=O)CO4)CC2)c1
Multiplicity: 1

Each line ends with the Löwdin charge.
Positions of all 54 atoms, in Å:
H -0.18 2.46 -1.97  0.095
C -0.63 1.91 -3.97  -0.268
H -4.90 2.64 -1.91  0.076
O 0.49 -0.10 -1.43  -0.276
C 2.19 -1.02 3.16  0.034
O 2.63 -5.52 4.35  0.090
H -5.36 2.33 -3.59  0.077
C -0.80 2.64 0.78  -0.165
C 1.50 -2.77 1.65  -0.195
S 0.77 0.68 -0.26  0.683
C -4.76 1.97 -2.76  -0.051
H 2.27 1.97 1.70  0.064
H -1.40 1.33 -5.88  0.106
C 1.98 1.40 2.59  -0.034
C 1.14 -1.80 0.72  0.035
H -1.15 2.67 1.82  0.120
H -5.13 0.98 -2.49  0.078
H 0.94 1.55 -5.38  0.075
H 0.26 -5.01 2.82  0.147
C 1.82 -0.04 2.24  -0.240
O 1.37 -4.09 1.33  0.001
C 2.05 -2.37 2.87  -0.152
C -1.79 3.40 -0.14  -0.135
N -2.66 2.52 -0.89  -0.112
C 2.21 -4.68 3.60  -0.445
H 1.26 2.87 -4.24  0.085
H -2.03 -0.15 1.10  0.125
H 1.53 -5.98 2.03  0.142
C -2.29 2.21 -2.23  -0.184
H 3.02 -3.08 4.57  0.166
C 0.82 1.88 -4.35  -0.039
C 1.29 -4.98 2.42  -0.065
C -1.64 1.59 -4.86  -0.046
H -2.43 4.03 0.49  0.120
H -3.81 0.80 -0.61  0.114
H 2.73 1.53 3.36  0.084
C -3.05 1.38 -0.09  -0.134
H 2.62 -0.73 4.10  0.123
N -0.64 1.26 0.39  -0.232
H 0.76 -2.09 -0.24  0.125
C -3.31 1.92 -3.15  -0.211
O 1.69 1.78 -0.38  -0.287
H -3.47 1.76 0.85  0.128
H -1.65 -0.19 -0.64  0.116
H 0.19 3.09 0.73  0.108
C 1.31 -0.46 1.02  -0.207
C -0.97 2.23 -2.66  0.005
H -1.26 4.05 -0.84  0.123
H 1.35 1.20 -3.69  0.072
C -1.84 0.47 0.20  -0.151
N 2.47 -3.35 3.76  0.162
H -3.74 1.39 -5.16  0.110
C -2.96 1.61 -4.45  -0.044
H 1.03 1.80 2.95  0.086

***

Short version: B is the least stable of them.